The following is a quantum chemistry calculation of a 22-piece molecular cluster, C132H110F22 overall in a non-equilibrium geometry, from the Open Molecules 2025 dataset.

Geometry as XYZ:
```
264
Properties=species:S:1:pos:R:3:forces:R:3
F 14.802546 13.558142 18.552367 0.402 -0.203 -0.856
C 15.347207 13.192858 17.337959 -0.557 0.325 -0.382
C 16.652379 13.504573 17.035324 0.295 -0.006 0.245
C 17.149083 13.081769 15.804770 -0.830 -0.662 -0.022
C 16.344845 12.343743 14.899681 0.896 0.778 0.602
C 15.026650 12.096176 15.203560 -0.716 -0.106 -0.096
C 14.531261 12.579669 16.401053 -0.448 -0.448 1.284
H 17.272791 14.030668 17.762138 -0.112 -0.161 -0.325
H 18.186161 13.279876 15.626614 0.331 0.029 -0.440
H 16.749888 11.996551 13.972227 0.316 -0.100 -0.346
H 14.336656 11.523455 14.549424 0.742 0.508 0.371
H 13.532015 12.350449 16.731692 -0.333 0.041 -0.153
F 29.955741 20.744374 14.329904 -0.007 -0.405 0.163
C 29.936512 19.396445 14.509760 0.376 0.137 -0.037
C 31.097846 18.773586 14.961345 0.307 1.220 -0.263
C 31.100875 17.397129 15.119763 0.424 -0.532 0.839
C 29.951937 16.678329 14.761311 0.827 0.323 -0.555
C 28.880610 17.344679 14.194002 -1.019 -1.378 0.431
C 28.794485 18.701099 14.154505 1.896 0.666 0.038
H 31.994990 19.424496 15.071593 -0.762 -0.752 0.256
H 32.000438 16.921284 15.602860 -1.067 0.347 -0.871
H 29.920072 15.605522 14.742318 0.216 -0.316 0.295
H 28.027285 16.756228 13.855271 0.210 0.057 0.012
H 28.018689 19.223436 13.693794 -1.373 0.678 -0.457
F 17.374214 14.385642 28.765775 -0.310 0.422 0.343
C 18.532276 14.236312 28.105733 -0.108 0.928 -0.338
C 18.918259 12.979716 27.815247 0.442 -1.433 -0.208
C 20.139905 12.822583 27.128667 -1.173 -0.397 -0.161
C 20.841288 13.892989 26.670121 -0.604 1.364 -0.012
C 20.344347 15.206316 26.925638 2.179 -0.499 -1.448
C 19.226011 15.371099 27.654072 -0.927 -0.336 1.649
H 18.253011 12.142814 28.090561 0.637 0.451 -0.126
H 20.442912 11.861451 26.769403 0.147 -0.625 0.274
H 21.689642 13.681273 26.052473 0.427 0.336 -0.146
H 20.861450 16.088869 26.498422 -0.296 -0.700 0.474
H 18.969212 16.336461 28.044457 -0.485 0.362 -0.255
F 27.109063 10.843949 24.020774 -0.299 -0.736 -0.308
C 26.670624 11.667013 23.055855 -0.809 -0.446 -1.330
C 27.057005 12.942845 23.155882 0.828 1.789 0.579
C 26.608698 13.900931 22.258555 1.033 1.992 0.770
C 25.757934 13.560569 21.254354 -0.560 0.762 -1.850
C 25.465717 12.242082 21.031180 -0.049 -1.849 0.122
C 25.921523 11.291337 21.937935 0.042 -1.189 1.076
H 27.740813 13.117773 23.965830 0.184 0.680 0.201
H 26.961292 14.970821 22.303967 -0.395 -1.353 0.250
H 25.395934 14.289118 20.513025 0.290 -0.114 0.524
H 24.961914 11.849015 20.141176 -0.097 0.519 0.377
H 25.697059 10.233171 21.873882 -0.162 0.009 -0.445
F 17.720370 14.064584 12.085579 -0.004 -0.455 0.323
C 17.697203 15.011334 13.045811 -0.557 0.996 -0.627
C 16.541781 15.788739 13.160115 0.964 -0.597 -0.450
C 16.577871 16.890255 13.968534 0.127 0.183 1.447
C 17.709740 17.252965 14.688176 1.784 -1.811 -1.532
C 18.902036 16.502808 14.493251 -0.871 0.132 0.043
C 18.852441 15.343557 13.709366 0.132 0.934 0.515
H 15.695165 15.606400 12.535516 -0.432 -0.393 -0.172
H 15.683900 17.435094 14.194703 -0.448 0.342 -0.333
H 17.702372 18.114815 15.270068 0.022 1.254 0.995
H 19.908645 16.771414 14.866954 -0.948 0.050 0.177
H 19.772347 14.818907 13.621144 0.406 -0.701 -0.462
F 27.972164 11.102758 14.762486 -0.226 0.342 0.021
C 27.203970 11.977354 14.046413 1.329 -1.682 0.315
C 26.698931 13.076959 14.639733 -0.817 1.355 -0.455
C 25.939193 13.910228 13.795608 -0.988 0.279 1.823
C 25.639053 13.580779 12.501022 0.911 0.060 -0.459
C 26.249677 12.434820 11.925117 -1.425 1.421 -0.102
C 27.019444 11.646350 12.715617 0.404 -0.480 -0.384
H 26.819086 13.380690 15.669224 0.276 -0.467 -0.107
H 25.410883 14.747262 14.318533 0.632 -0.538 -0.826
H 25.067031 14.330232 11.980950 -0.330 -0.343 -0.580
H 26.066153 12.141153 10.896084 0.051 0.229 0.081
H 27.495953 10.801577 12.233657 0.105 -0.183 0.563
F 22.555564 13.988643 13.847099 0.004 0.023 -0.223
C 21.887461 13.042861 14.544767 -0.227 0.801 0.629
C 21.764334 11.794485 14.031991 -0.403 -0.401 -0.277
C 21.073641 10.822716 14.769670 0.604 0.292 -1.382
C 20.589874 11.141563 16.019179 0.212 0.479 0.431
C 20.745734 12.421624 16.569806 0.297 0.999 -2.297
C 21.330885 13.426030 15.740813 0.465 -0.624 1.611
H 22.144620 11.731436 13.031156 0.138 -0.841 -0.349
H 20.921226 9.851441 14.282894 0.015 0.311 0.572
H 20.119717 10.362968 16.568088 -0.496 -0.389 0.556
H 20.327988 12.713957 17.508157 -0.082 -0.109 0.462
H 21.586786 14.442578 16.063643 -0.568 -0.353 0.192
F 24.593689 20.082595 10.627011 0.121 0.463 -0.670
C 24.310648 19.287502 11.652857 -2.170 0.899 0.273
C 23.028473 19.334354 12.211952 1.411 -0.338 0.623
C 22.810327 18.562625 13.345698 -0.080 -0.055 -0.103
C 23.828838 17.732311 13.840676 -1.637 -0.458 0.561
C 25.013069 17.642470 13.165961 0.816 -1.497 1.262
C 25.260560 18.470303 12.127506 3.414 -0.268 -2.417
H 22.312861 20.031931 11.865302 -0.675 0.416 -0.481
H 21.810799 18.605919 13.781241 0.395 -0.126 0.204
H 23.648838 17.101596 14.722137 0.014 0.281 -0.421
H 25.755605 16.883572 13.462317 -0.330 0.617 -0.032
H 26.238344 18.450289 11.531036 -1.395 -0.065 1.097
F 22.198876 19.998030 17.114944 -0.261 -0.820 0.618
C 21.895948 21.305158 17.139622 -0.056 -0.260 -0.087
C 21.173172 21.861129 18.183899 -0.025 1.079 -0.946
C 20.918315 23.255763 18.113915 -0.436 -1.427 0.565
C 21.423414 23.941555 17.058536 1.149 0.443 -2.087
C 22.144768 23.345868 15.981010 -0.357 -0.204 0.850
C 22.354531 21.960696 16.018384 -0.435 2.764 0.518
H 20.749512 21.255684 18.949298 -0.010 -0.446 0.536
H 20.262756 23.787654 18.823018 0.569 -0.553 -0.174
H 21.261125 24.989155 16.981004 -0.208 0.767 0.058
H 22.527024 23.971013 15.152237 -0.360 -0.499 0.600
H 22.881713 21.493451 15.232044 0.431 -0.797 -0.530
F 18.465322 17.672775 19.782013 0.514 0.215 0.985
C 17.480977 17.869147 18.910193 -0.124 -0.651 -1.221
C 17.447879 19.023439 18.170338 -0.715 0.882 -0.467
C 16.424016 19.198227 17.243430 -1.199 -0.397 -0.523
C 15.484916 18.165043 17.016707 0.364 1.515 0.297
C 15.675231 16.946965 17.652098 -1.181 -0.359 -0.033
C 16.639518 16.812206 18.640588 -0.015 -1.453 0.401
H 18.097977 19.849438 18.366582 0.578 0.176 0.163
H 16.254860 20.110817 16.632285 0.551 -0.448 0.848
H 14.578114 18.489415 16.470753 0.684 -0.945 -0.052
H 14.994689 16.109151 17.414246 0.446 0.497 0.353
H 16.743386 15.855267 19.225945 -0.110 1.286 -0.811
F 23.768393 13.933637 18.426661 1.158 -0.672 0.229
C 23.255631 15.135122 18.694822 -0.954 0.575 -1.113
C 21.910738 15.102981 19.012525 -0.745 -0.085 1.100
C 21.196116 16.285714 19.131383 1.402 1.454 -1.247
C 21.892364 17.502879 18.847870 -0.676 -2.237 0.513
C 23.219353 17.487429 18.491504 0.265 0.973 -0.597
C 23.917718 16.305634 18.350571 -0.462 -0.885 1.167
H 21.456457 14.139446 19.260605 0.069 0.219 -0.404
H 20.125700 16.359842 19.187520 -0.162 -0.423 0.610
H 21.348764 18.396981 18.908830 -0.546 1.183 -0.059
H 23.695516 18.423533 18.175233 -0.100 -0.381 0.338
H 24.953901 16.293364 18.137387 0.826 -0.087 -0.518
F 11.972402 18.356189 20.083830 -0.159 0.404 0.667
C 13.176513 18.625307 20.667825 -0.269 -2.262 -1.263
C 13.941853 17.502709 20.988230 1.045 0.802 0.691
C 15.265572 17.738050 21.393124 -1.708 -0.657 -0.164
C 15.781146 19.028116 21.450738 1.573 -1.540 0.953
C 15.048429 20.053302 21.008773 -2.438 1.640 -0.651
C 13.673868 19.869530 20.634420 1.430 1.911 0.533
H 13.501787 16.513166 20.984482 0.106 0.065 -0.213
H 15.844517 16.868785 21.617499 0.524 -0.240 0.401
H 16.758347 19.198074 21.925135 -0.252 -0.133 -0.645
H 15.505949 21.029681 20.940856 -0.252 0.230 0.171
H 13.009877 20.710079 20.425148 0.390 -0.219 -0.311
F 26.945906 17.363764 25.181306 0.504 -0.267 0.129
C 26.982862 17.482181 23.843329 -1.445 0.928 -0.213
C 28.067149 18.012260 23.179194 1.448 -0.926 3.032
C 27.948148 18.244563 21.875587 -0.145 1.595 -3.932
C 26.785161 18.023785 21.114628 0.679 -0.899 2.920
C 25.752714 17.419858 21.800981 -1.317 -0.057 -1.565
C 25.796289 17.271491 23.165135 -0.243 -1.417 0.968
H 29.025795 18.149810 23.715680 -0.743 0.123 -0.357
H 28.742015 18.749463 21.332059 0.301 -0.218 0.229
H 26.717905 18.267524 20.110396 0.036 0.289 -1.724
H 24.877303 17.050381 21.217138 0.447 0.525 0.698
H 24.948438 16.826824 23.701701 0.524 0.371 -0.281
F 18.325713 14.461731 19.757699 0.799 -0.041 0.326
C 18.231720 13.666515 20.858829 -1.946 -0.414 -0.100
C 19.205145 13.540404 21.801556 0.744 -0.374 0.450
C 18.954909 12.711596 22.894658 -0.803 -0.405 -0.161
C 17.779236 11.987978 22.992405 -0.106 0.353 -1.174
C 16.837055 12.052300 21.974032 -0.034 0.442 -0.424
C 17.015103 12.962884 20.950172 1.166 0.225 -0.348
H 20.215069 13.895341 21.699362 0.032 0.642 -0.185
H 19.702043 12.522202 23.629118 0.611 0.219 0.397
H 17.566891 11.284807 23.742736 0.243 -0.672 1.201
H 16.006568 11.358818 21.928679 -0.169 0.220 0.255
H 16.340064 13.100259 20.124711 -0.356 -0.158 -0.016
F 26.426050 16.703927 16.102647 -0.524 -0.841 -0.040
C 26.619768 17.880510 16.699019 0.581 2.079 -1.211
C 27.681019 18.037544 17.566088 -0.848 1.287 0.787
C 27.905241 19.350760 18.029388 -0.499 0.598 0.553
C 27.089661 20.459121 17.694284 1.983 -2.039 -0.068
C 26.167481 20.245230 16.696615 -0.327 1.912 0.081
C 25.956562 19.014137 16.163532 0.625 -1.597 1.379
H 28.174477 17.201948 18.021109 0.454 -0.279 -0.215
H 28.704208 19.564481 18.737396 -0.029 -0.392 -0.081
H 27.391550 21.408369 18.092324 -0.331 0.406 0.022
H 25.655689 21.120503 16.284535 -0.103 -0.412 0.072
H 25.259586 18.945432 15.394205 -0.959 -0.517 -1.142
F 31.769503 14.075731 19.029144 1.574 0.104 0.460
C 30.530589 13.947282 18.620232 -0.472 0.981 -1.136
C 30.055327 14.770731 17.623067 0.145 1.334 -0.246
C 28.694721 14.698456 17.271107 1.711 1.989 -1.404
C 27.834913 13.849994 17.904680 -0.793 -1.461 -0.078
C 28.409528 12.934522 18.786514 -0.507 -1.008 1.329
C 29.730963 13.007382 19.169850 -0.208 -1.279 0.791
H 30.699643 15.603981 17.198728 -0.801 -1.396 0.487
H 28.495723 15.419024 16.433902 -0.713 -0.968 1.041
H 26.773753 13.747439 17.628234 0.557 0.248 0.287
H 27.915384 12.096035 19.328823 -0.441 0.968 -0.828
H 30.128100 12.294374 19.901521 -0.126 0.364 -0.298
F 21.097264 20.790082 22.256062 -0.592 -0.449 0.597
C 22.199088 21.110004 21.580587 0.948 0.850 -0.527
C 22.547827 22.467460 21.506164 -0.388 -0.961 -0.083
C 23.604827 22.800965 20.679019 -0.224 -0.010 0.421
C 24.353863 21.831647 20.044169 0.315 0.756 -0.664
C 24.023779 20.509034 20.201879 0.478 0.093 0.005
C 22.954027 20.117411 20.956674 -0.687 1.604 0.690
H 21.996319 23.232312 22.051985 -0.029 -0.319 -0.190
H 23.812508 23.839315 20.559592 0.363 0.570 -0.146
H 25.163762 22.147164 19.385039 -0.115 -0.253 0.236
H 24.628138 19.746997 19.781516 0.532 -0.524 -0.531
H 22.763684 19.097145 21.077024 -0.586 -1.369 0.245
F 26.904445 8.838038 19.599256 -0.068 0.672 -0.625
C 25.692182 9.211939 19.085707 0.227 -1.340 1.088
C 24.629547 8.475955 19.604514 -1.727 1.535 -1.388
C 23.361374 8.824446 19.139004 -0.836 -0.494 -0.141
C 23.136554 9.804195 18.144109 -0.648 -1.046 1.494
C 24.236626 10.458559 17.682923 1.549 1.549 -1.230
C 25.546895 10.196774 18.135831 -0.482 -0.977 0.475
H 24.618635 7.679026 20.297234 0.923 -0.567 0.724
H 22.487854 8.255665 19.535902 0.762 0.563 -0.318
H 22.090935 10.005832 17.867739 0.876 0.111 -0.155
H 24.201581 11.252410 16.922762 -0.463 -0.387 0.260
H 26.444989 10.640209 17.745126 -0.014 0.422 -0.223
F 24.268262 13.799429 24.960362 -0.299 -0.242 0.242
C 23.550898 14.894444 24.636571 0.243 -0.438 -0.519
C 23.427970 15.909801 25.536600 1.290 -0.384 -0.180
C 22.928733 17.087477 25.072860 -1.422 2.392 1.549
C 22.318595 17.214120 23.856410 -0.099 -0.394 -2.543
C 22.453594 16.144449 22.917479 -0.499 0.036 1.310
C 23.051619 14.967928 23.348507 0.131 -1.099 -0.482
H 23.918398 15.854570 26.478141 0.173 -0.155 0.699
H 22.909330 17.964432 25.766838 -0.011 -0.842 -0.625
H 21.780632 18.125693 23.537118 0.587 -0.498 0.364
H 22.036648 16.152299 21.921656 -0.130 0.356 -0.085
H 23.144412 14.016516 22.760856 -0.040 1.352 0.241
F 18.381999 16.591359 23.777778 -0.365 -0.537 0.391
C 18.198193 17.590621 24.674039 0.596 -0.440 -0.985
C 17.502265 17.427838 25.838631 -0.393 0.840 -0.338
C 17.318589 18.608969 26.555814 -1.271 -1.295 1.758
C 17.923261 19.781777 26.245709 0.275 2.052 0.354
C 18.741355 19.872284 25.160988 0.961 -1.303 -2.183
C 18.816675 18.752964 24.311806 0.796 1.129 0.307
H 17.056267 16.487114 26.078461 -0.231 -0.295 0.265
H 16.688139 18.612509 27.458451 0.261 -0.266 -0.482
H 17.765722 20.704241 26.807630 -0.080 -0.510 0.258
H 19.382166 20.699786 24.887904 -0.388 0.396 0.249
H 19.429192 18.719515 23.408757 -0.208 0.250 0.237
F 20.797238 11.629176 19.457379 -0.387 0.656 -1.078
C 21.082688 11.186576 20.669201 1.057 -0.244 0.870
C 22.084316 11.844633 21.409935 -0.774 -1.351 0.137
C 22.375310 11.302877 22.648193 -0.248 0.344 0.401
C 21.589452 10.271346 23.171432 2.143 1.112 1.401
C 20.706849 9.646738 22.384542 -2.612 -2.414 0.961
C 20.435402 10.048336 21.112738 -1.456 0.482 -1.937
H 22.604911 12.725011 21.101105 0.165 0.243 -0.689
H 23.177439 11.732125 23.243078 -0.170 0.040 0.019
H 21.703918 10.025961 24.227777 0.093 -0.263 -0.360
H 20.070232 8.845645 22.839380 0.690 0.637 -0.554
H 19.576992 9.606805 20.499099 1.545 0.613 0.867
F 17.797847 24.865033 15.577822 0.628 1.245 0.588
C 17.479038 23.702502 15.042753 -0.743 -0.708 -0.606
C 18.451632 22.702763 14.994774 -0.287 1.093 2.055
C 18.071531 21.453830 14.608577 -0.799 0.057 -1.609
C 16.779274 21.348949 13.981179 0.993 -3.626 -0.518
C 15.832866 22.343012 13.990056 0.421 0.206 -0.129
C 16.188302 23.564309 14.593199 0.090 -1.073 -0.839
H 19.338795 22.948558 15.587223 0.131 -0.367 -0.634
H 18.837302 20.668860 14.653942 -0.775 -0.020 -0.182
H 16.553980 20.323126 13.457713 0.271 2.083 1.138
H 14.880674 22.169222 13.464693 0.478 0.309 0.521
H 15.502906 24.374013 14.587178 -0.368 0.689 0.265
```
Forces are in eV/Å.

The energy above the lowest of the compared OMol25 structures with the same formula, charge and spin comes out at 1.523 eV. As for the charge: 0. The max |F| is 4.2 eV Å⁻¹. The value obtained for the LUMO energy is 0.41 eV. Its HOMO-LUMO gap is 0.3416 Eh. The total energy comes out at -198448.222 eV.